The following is a quantum chemistry calculation of the molecule C27H48N6O5 in a non-equilibrium geometry, from the OMol25 dataset.

Geometry as XYZ:
```
86
Properties=species:S:1:pos:R:3:forces:R:3:nbo_charge:R:1
C -3.75569 -2.79590 -2.62486 0.013 -0.018 0.257 -0.60
H -3.20845 -3.60073 -3.11024 0.029 -0.078 -0.114 0.20
C -3.29627 -2.60442 -1.18517 0.147 0.256 -0.226 -0.40
H -3.49223 -3.51349 -0.61190 -0.011 -0.009 0.128 0.20
H -3.88112 -1.80251 -0.73363 -0.080 -0.013 0.072 0.23
C -1.80363 -2.26278 -1.08383 0.012 -0.150 0.193 -0.21
C -0.94801 -3.52245 -1.19532 -0.052 0.206 -0.005 -0.61
H -1.09503 -4.15999 -0.32531 0.011 -0.121 0.083 0.21
H -1.22711 -4.08209 -2.08345 -0.020 -0.093 -0.087 0.22
H 0.11092 -3.28412 -1.27033 0.086 -0.060 0.006 0.21
H -1.54591 -1.57035 -1.89162 -0.031 -0.009 0.100 0.22
C -1.55970 -1.54589 0.25784 -0.465 -0.071 -0.530 -0.14
N -0.18351 -1.58875 0.67571 0.823 0.163 -0.106 -0.16
C 0.89243 -1.03658 0.07183 0.376 -0.112 0.395 -0.09
C 1.94899 -1.35408 0.90139 -0.474 0.370 -0.466 0.08
N 1.45231 -2.06650 1.93564 0.696 -0.088 0.245 -0.24
N 0.18778 -2.19776 1.79293 -0.999 -0.518 0.424 -0.07
C 3.40856 -1.06742 0.76773 0.089 -0.247 0.103 -0.08
N 3.63474 0.07094 -0.09346 -0.217 -0.203 -0.241 -0.63
C 4.40520 1.12028 0.27989 -0.178 -0.009 -0.169 0.91
O 4.83316 1.28501 1.39704 0.195 0.131 0.275 -0.67
O 4.58796 1.93475 -0.77656 -0.066 -0.056 -0.151 -0.54
C 5.37080 3.14469 -0.63819 0.375 0.530 0.108 0.27
C 4.72637 4.08233 0.38239 0.001 -0.320 -0.066 -0.64
H 5.27488 5.01947 0.41583 0.052 0.123 -0.035 0.21
H 3.69455 4.28540 0.10314 -0.095 0.067 -0.040 0.21
H 4.74092 3.62736 1.36879 0.002 0.059 0.044 0.24
C 5.33899 3.76989 -2.03369 -0.100 -0.325 0.331 -0.61
H 4.31294 3.97775 -2.32543 -0.108 0.058 -0.044 0.21
H 5.90455 4.69677 -2.03758 0.066 0.102 0.011 0.21
H 5.77235 3.08616 -2.75888 0.069 -0.053 -0.096 0.21
C 6.80588 2.80171 -0.23818 -0.294 -0.124 0.021 -0.64
H 6.82051 2.34790 0.74877 0.066 0.020 0.027 0.24
H 7.23650 2.10353 -0.95313 0.072 -0.039 -0.095 0.21
H 7.40777 3.70587 -0.22144 0.073 0.113 -0.038 0.21
H 3.40342 -0.01100 -1.07066 0.094 0.067 0.012 0.40
C 4.12914 -2.32326 0.24821 0.303 0.407 0.015 -0.39
H 3.69133 -2.59751 -0.71684 -0.088 -0.063 -0.006 0.20
H 3.92810 -3.13397 0.95041 -0.046 -0.105 -0.017 0.22
C 5.64200 -2.14895 0.08057 -0.056 -0.253 0.085 -0.22
C 6.22853 -3.41345 -0.54569 -0.076 0.295 -0.013 -0.60
H 5.75808 -3.62779 -1.50326 -0.031 -0.081 -0.108 0.20
H 6.07241 -4.26616 0.11149 -0.003 -0.147 0.074 0.20
H 7.29745 -3.29774 -0.70887 0.124 -0.045 -0.024 0.21
C 6.32792 -1.84999 1.41097 -0.091 0.141 -0.241 -0.62
H 6.07654 -2.61052 2.14698 -0.010 -0.131 0.130 0.20
H 6.02867 -0.87872 1.79488 0.007 0.084 0.131 0.23
H 7.40794 -1.84126 1.28046 0.125 -0.001 0.041 0.21
H 5.82454 -1.30927 -0.60030 -0.017 -0.034 0.002 0.19
H 3.79983 -0.79664 1.75264 -0.075 -0.033 -0.140 0.26
H 0.81507 -0.47886 -0.83652 -0.048 0.172 -0.237 0.24
C -1.93650 -0.05413 0.16942 0.146 -0.163 0.226 0.70
O -2.08984 0.50191 -0.90036 -0.090 -0.044 -0.393 -0.63
N -1.94326 0.61800 1.34385 0.003 0.296 0.088 -0.43
C -2.08365 0.01825 2.65489 -0.168 -0.209 0.172 -0.25
H -1.56504 -0.93550 2.73128 -0.026 0.125 0.044 0.25
C -3.59450 -0.12883 2.95000 -0.029 -0.204 0.083 -0.23
N -4.31843 0.89480 2.21995 -0.168 0.134 0.005 -0.45
C -5.04706 0.50322 1.12223 0.032 0.037 0.495 0.91
O -5.36480 -0.64704 0.92525 -0.171 -0.310 -0.324 -0.67
O -5.37916 1.55836 0.37672 0.071 0.199 0.011 -0.54
C -6.19913 1.40777 -0.80930 -0.389 -0.108 -0.564 0.28
C -5.52910 0.46617 -1.80807 -0.008 0.043 0.268 -0.65
H -4.46951 0.70157 -1.89091 0.097 0.023 -0.051 0.24
H -5.99411 0.57680 -2.78371 -0.077 0.047 -0.120 0.21
H -5.63414 -0.56447 -1.48335 0.017 -0.065 -0.040 0.23
C -7.59017 0.90813 -0.42347 0.315 0.033 0.149 -0.64
H -8.21193 0.83770 -1.31148 -0.074 0.025 -0.111 0.21
H -7.51929 -0.07406 0.03623 -0.044 -0.045 -0.017 0.24
H -8.05484 1.59419 0.28172 -0.083 0.085 0.037 0.21
C -6.27030 2.82571 -1.37811 0.124 -0.334 0.295 -0.61
H -5.27660 3.16089 -1.66321 0.111 0.058 -0.067 0.22
H -6.66742 3.50840 -0.63111 -0.068 0.087 0.060 0.21
H -6.91492 2.84305 -2.25155 -0.069 -0.013 -0.100 0.21
C -3.62284 2.16403 2.20570 0.057 0.148 -0.070 -0.23
H -3.37378 2.41449 3.23966 -0.032 0.029 -0.045 0.20
C -2.35132 2.01453 1.34256 0.030 0.287 -0.185 -0.24
H -2.55024 2.29318 0.30642 0.039 0.015 0.187 0.25
H -1.53612 2.63184 1.73245 -0.043 0.025 -0.032 0.20
H -4.27558 2.93574 1.80277 0.143 0.001 0.132 0.24
H -3.79016 -0.02145 4.02069 0.033 -0.069 -0.025 0.20
H -3.97654 -1.09448 2.61299 0.101 0.099 0.113 0.24
H -1.61876 0.70321 3.36956 0.038 -0.098 -0.032 0.20
H -2.13736 -2.05661 1.03269 0.110 0.050 -0.011 0.25
H -4.81415 -3.04256 -2.65025 -0.111 -0.039 -0.090 0.21
H -3.60287 -1.88167 -3.19339 0.006 0.099 -0.104 0.21
```
Positions in Å, forces in eV/Å.

Summary:
spin multiplicity = 1
ΔE to the lowest compared entry with this formula, charge and spin = 4.66 kcal per mole
E_LUMO = 0.592 eV
HOMO level = -9.27 eV
SMILES string = CC[C@H](C)[C@H](C(=O)N1CCN(C(=O)OC(C)(C)C)CC1)n1cc([C@@H](CC(C)C)NC(=O)OC(C)(C)C)nn1

---

The following is a quantum chemistry calculation of the molecule C27H48N6O5 in a non-equilibrium geometry, from the OMol25 dataset.

Geometry as XYZ:
```
86
Properties=species:S:1:pos:R:3:forces:R:3:nbo_charge:R:1
C -4.06375 -4.59051 -0.97374 0.142 0.171 -0.089 -0.60
H -4.68147 -4.72219 -1.85899 -0.104 -0.056 -0.032 0.21
C -2.89856 -3.65966 -1.28739 0.037 -0.154 0.180 -0.40
H -3.28192 -2.66407 -1.52078 0.045 0.039 -0.087 0.21
H -2.38746 -4.02907 -2.18016 0.020 0.078 -0.067 0.20
C -1.88284 -3.55663 -0.14359 0.072 0.173 -0.151 -0.21
C -2.50206 -2.96298 1.11919 0.142 -0.151 -0.073 -0.63
H -3.28518 -3.61722 1.49006 -0.104 -0.037 0.067 0.22
H -1.75005 -2.87497 1.89841 -0.007 0.032 0.115 0.23
H -2.93562 -1.98321 0.92861 -0.116 0.096 -0.017 0.21
H -1.50526 -4.55571 0.09629 0.017 0.055 -0.058 0.22
C -0.66281 -2.73685 -0.62531 -0.213 -0.831 0.145 -0.13
N -1.00491 -1.35453 -0.81526 -0.034 0.784 0.383 -0.18
C -1.02359 -0.36439 0.10131 -0.130 0.540 -0.472 -0.06
C -1.37502 0.75891 -0.61647 0.355 -0.626 0.759 0.05
N -1.55301 0.38354 -1.90125 -0.118 0.700 -0.142 -0.26
N -1.32515 -0.87083 -2.01026 0.046 -0.942 -0.861 -0.07
C -1.60337 2.15300 -0.12724 -0.118 -0.108 0.063 -0.07
N -3.02725 2.45662 -0.20223 0.071 0.318 -0.166 -0.62
C -3.89863 1.68128 0.49816 -0.055 0.315 -0.088 0.90
O -3.57157 0.95454 1.40730 0.066 -0.199 0.237 -0.67
O -5.14723 1.88098 0.04587 -0.048 0.097 -0.156 -0.53
C -6.26516 1.18994 0.65248 -0.459 -0.356 0.284 0.27
C -6.09149 -0.32293 0.51105 0.167 0.255 0.022 -0.65
H -6.98760 -0.82895 0.85922 -0.136 -0.046 0.012 0.21
H -5.92058 -0.58286 -0.53183 -0.020 -0.048 -0.112 0.21
H -5.24385 -0.65884 1.10184 -0.009 -0.073 0.012 0.24
C -7.47572 1.66600 -0.15160 0.454 -0.026 0.118 -0.61
H -7.35712 1.39680 -1.19777 -0.020 -0.043 -0.121 0.22
H -8.38129 1.20704 0.23369 -0.094 -0.057 0.051 0.21
H -7.56636 2.74664 -0.08148 -0.048 0.121 0.014 0.21
C -6.40491 1.59138 2.12051 0.234 -0.002 -0.236 -0.64
H -5.53216 1.26799 2.68090 -0.023 -0.014 0.068 0.24
H -6.49614 2.67221 2.20428 -0.058 0.108 0.024 0.21
H -7.29085 1.12712 2.54466 -0.129 -0.032 0.029 0.21
H -3.36885 2.83714 -1.07195 -0.019 -0.041 0.043 0.40
C -0.80669 3.18054 -0.93194 0.122 -0.315 0.087 -0.39
H -0.89410 4.15343 -0.44470 -0.036 0.089 -0.015 0.21
H -1.25392 3.24957 -1.92581 -0.049 0.081 -0.063 0.21
C 0.67332 2.81515 -1.10481 -0.007 0.223 0.035 -0.22
C 1.39192 2.63758 0.23093 -0.151 -0.094 -0.273 -0.62
H 0.96285 1.81935 0.80511 0.004 -0.104 0.146 0.20
H 1.32274 3.54736 0.82350 0.002 0.134 0.128 0.20
H 2.44450 2.42176 0.05715 0.136 -0.041 0.045 0.22
C 1.37538 3.88927 -1.93264 -0.118 -0.269 0.054 -0.60
H 0.88571 4.01265 -2.89542 -0.031 0.070 -0.137 0.21
H 2.41176 3.61157 -2.10870 0.135 0.021 -0.040 0.21
H 1.35787 4.84398 -1.41099 0.014 0.157 0.050 0.20
H 0.72524 1.87285 -1.66079 -0.011 0.035 0.031 0.20
H -1.33533 2.18905 0.93418 0.072 0.003 -0.184 0.22
H -0.80937 -0.51377 1.13681 0.026 -0.063 0.296 0.24
C 0.52382 -2.84713 0.34730 0.013 0.095 -0.244 0.69
O 0.49096 -3.58630 1.31075 -0.233 -0.260 0.136 -0.62
N 1.59656 -2.06112 0.09039 0.343 0.063 0.120 -0.45
C 1.84467 -1.24056 -1.07730 0.208 0.021 -0.448 -0.24
H 1.12025 -1.43451 -1.86498 -0.003 0.051 0.081 0.23
C 3.24806 -1.52339 -1.63262 -0.233 0.291 -0.188 -0.22
N 4.24325 -1.36333 -0.59926 0.113 -0.149 0.022 -0.46
C 4.91405 -0.17792 -0.51159 -0.042 -0.321 -0.117 0.91
O 4.88898 0.65265 -1.39086 0.043 0.406 -0.142 -0.67
O 5.61111 -0.09886 0.63102 -0.032 -0.111 0.131 -0.54
C 6.48594 1.02979 0.87953 0.360 0.550 0.092 0.28
C 7.09295 0.72679 2.25018 -0.264 -0.074 -0.378 -0.61
H 7.77597 1.52059 2.53648 0.075 0.097 0.025 0.21
H 7.63614 -0.21401 2.21764 0.091 -0.092 0.013 0.21
H 6.30805 0.64724 2.99786 -0.075 0.015 0.106 0.21
C 7.57791 1.09928 -0.18660 -0.301 -0.128 0.024 -0.65
H 8.27901 1.89162 0.05955 0.097 0.075 0.064 0.21
H 8.11444 0.15396 -0.23367 0.098 -0.076 0.015 0.21
H 7.14014 1.30374 -1.15964 0.046 0.036 -0.033 0.24
C 5.67896 2.32703 0.92674 -0.013 -0.285 -0.136 -0.65
H 5.24938 2.53608 -0.04906 -0.014 0.065 0.003 0.24
H 6.32830 3.15055 1.20939 0.089 0.088 0.080 0.21
H 4.87724 2.24388 1.65806 -0.067 0.018 0.101 0.21
C 4.00804 -2.23438 0.52995 -0.116 0.062 0.379 -0.23
H 4.77725 -2.07410 1.28286 -0.088 -0.105 -0.065 0.24
C 2.62497 -1.93986 1.11107 0.214 -0.313 0.251 -0.23
H 2.38194 -2.63833 1.91275 0.050 0.151 -0.074 0.25
H 2.61211 -0.91413 1.50099 0.029 -0.015 0.017 0.19
H 4.05260 -3.27016 0.17923 -0.003 0.026 0.068 0.20
H 3.47233 -0.82256 -2.43754 -0.060 -0.143 0.045 0.25
H 3.30239 -2.54887 -2.01021 -0.030 0.034 -0.012 0.19
H 1.78785 -0.18155 -0.79438 -0.069 -0.012 -0.069 0.20
H -0.36002 -3.12492 -1.60668 -0.009 0.139 0.124 0.25
H -3.69849 -5.56664 -0.66174 -0.022 -0.147 0.053 0.20
H -4.69016 -4.18567 -0.18399 -0.107 -0.017 0.094 0.20
```
Positions in Å, forces in eV/Å.

Summary:
spin multiplicity = 1
ΔE to the lowest compared entry with this formula, charge and spin = 0.00 kcal per mole
E_LUMO = 0.670 eV
HOMO level = -9.10 eV
SMILES string = CC[C@H](C)[C@H](C(=O)N1CCN(C(=O)OC(C)(C)C)CC1)n1cc([C@@H](CC(C)C)NC(=O)OC(C)(C)C)nn1

---

The following is a quantum chemistry calculation of a cluster of 5 separate species, C27H48O16P in total in a non-equilibrium geometry, from the OMol25 dataset.

Geometry as XYZ:
```
92
Properties=species:S:1:pos:R:3:forces:R:3:mulliken_charge:R:1
C 2.65102 -3.45624 2.27245 0.420 -0.893 -0.460 -1.22
C 2.35006 -2.05091 1.50028 1.363 -0.437 -0.527 0.56
C 2.37386 -0.69748 2.39663 -1.458 0.199 -0.481 -0.48
C 2.40908 -0.86230 4.01158 1.768 1.777 1.650 0.31
O 3.56813 0.01967 4.37684 -1.893 -1.034 -0.107 -0.52
P 3.18956 1.30417 5.53156 -0.551 0.966 1.120 -0.05
O 1.61869 0.63957 5.91819 -1.764 -3.668 -1.930 -0.36
C 1.10389 -0.31717 4.90513 -0.720 1.641 -1.010 0.45
C 0.12661 -1.51627 5.44787 0.741 0.604 3.281 -0.61
C -0.19314 -1.22027 7.17728 -3.543 1.216 -0.684 0.06
C -1.87963 -1.20843 7.58970 3.322 3.855 0.604 -0.55
O -0.91897 0.12395 7.50911 1.659 -5.255 0.115 -0.36
O 1.08406 -2.22233 0.72537 1.590 -0.288 -1.591 -0.24
C 1.39205 -2.65527 -0.66458 -1.191 0.148 -1.097 -0.52
C 0.00705 -2.68173 -1.59795 -3.032 0.505 -1.800 0.39
C -1.03068 -3.96602 -1.65888 -0.800 3.597 -2.184 -0.39
C -2.38433 -3.83379 -2.59078 2.195 3.128 0.188 -0.41
C -2.72947 -2.45087 -3.44653 3.697 0.072 2.323 -0.66
C -1.68526 -1.17973 -3.41907 0.854 -4.004 2.625 -0.20
C -0.33959 -1.32367 -2.48817 -2.299 -2.859 -0.030 -0.20
H 3.07854 -4.21437 1.45999 -0.936 1.503 1.664 0.33
H 1.68460 -3.97470 2.71544 1.891 1.407 -0.825 0.22
H 3.47974 -3.39023 3.10890 -1.776 0.126 -1.734 0.36
H 3.19771 -1.93236 0.66791 -1.609 -0.222 1.879 0.25
H 1.38331 -0.08637 2.13027 2.027 -1.352 0.515 -0.30
H 3.26421 0.01068 2.04512 -1.846 -1.812 1.110 0.35
H 2.72262 -1.85610 4.53531 -0.838 1.153 -1.709 0.20
H 4.45520 1.98706 5.43445 0.121 -0.253 -0.771 -0.04
H 2.48040 2.05263 4.51033 0.576 -0.002 -0.469 -0.35
H 2.75553 2.38453 6.42685 0.422 -0.181 0.264 -0.03
H 3.72696 0.48705 6.62077 0.060 0.172 -0.193 -0.01
H 0.36182 0.30486 4.20997 1.671 -1.128 1.051 -0.22
H 0.71420 -2.52761 5.49552 -1.313 1.667 -0.388 0.22
H -0.92304 -1.57606 4.93396 2.254 0.066 0.894 0.30
H 0.60455 -1.71838 8.00748 -2.483 1.774 -2.309 0.25
H -2.13476 -1.39118 8.73924 0.375 0.316 -2.769 0.24
H -2.62798 -0.63756 6.89252 0.935 -2.561 1.104 0.29
H 1.84328 -3.73801 -0.70878 -0.717 2.072 0.225 0.25
H 2.10588 -1.87721 -1.21930 -1.368 -1.681 1.356 0.33
H -0.80469 -4.95779 -1.03886 -0.596 2.480 -1.554 0.28
H -3.16629 -4.71184 -2.65405 1.861 1.928 0.207 0.28
H -3.71023 -2.35876 -4.08401 2.132 -0.322 1.495 0.48
H -1.89587 -0.19458 -4.01958 0.408 -2.231 1.374 0.16
H 0.42800 -0.43509 -2.42001 -1.705 -1.933 -0.206 0.18
C -1.58114 1.01641 -0.13873 0.404 -0.660 -0.014 -0.22
O -2.35169 2.15413 0.24340 -1.026 0.713 -0.911 -0.32
C -3.13582 2.65475 -0.74440 0.209 -0.398 -0.006 0.78
O -3.22228 2.21897 -1.88180 0.075 0.664 1.381 -0.56
O -3.80717 3.72422 -0.24749 0.483 -0.770 -0.279 -0.31
C -4.67785 4.35695 -1.18324 -0.283 0.223 -0.265 -0.68
H -0.99283 0.70037 0.72713 -0.212 0.290 -0.047 0.15
H -2.23452 0.18836 -0.43180 0.145 0.211 -0.127 0.34
H -0.89085 1.27211 -0.94910 -0.236 -0.087 0.067 0.02
H -5.45510 3.66249 -1.51811 0.243 0.073 -0.069 0.30
H -4.11143 4.74624 -2.03541 -0.118 -0.212 0.066 0.30
H -5.16210 5.19791 -0.67923 0.260 -0.245 0.151 0.23
C -1.69981 -7.94137 -8.68447 0.060 -0.448 -0.065 -0.62
O -1.85369 -6.53208 -8.52833 -0.197 0.389 0.796 -0.32
C -2.13943 -6.13858 -7.26154 -0.077 -0.024 0.517 0.71
O -2.26740 -6.87267 -6.29417 0.171 0.991 -1.438 -0.55
O -2.25808 -4.78680 -7.25747 0.100 -1.285 -0.388 -0.32
C -2.56022 -4.22814 -5.98049 0.034 0.225 0.450 -0.64
H -1.47374 -8.14230 -9.73528 -0.061 0.343 0.162 0.22
H -0.86649 -8.30842 -8.07675 -0.266 0.039 0.021 0.29
H -2.62766 -8.46201 -8.42636 0.226 0.080 0.120 0.29
H -1.76129 -4.44669 -5.26461 -0.278 -0.036 -0.128 0.38
H -3.52247 -4.60028 -5.61422 0.227 -0.078 0.017 0.32
H -2.63218 -3.14301 -6.09472 0.138 -0.306 -0.265 0.26
C -0.35279 2.73495 -3.61002 -0.520 0.072 0.050 -0.03
O 1.06328 2.56494 -3.61380 0.753 0.705 0.281 -0.36
C 1.75633 3.64380 -3.16996 -0.121 0.388 0.214 0.84
O 1.27391 4.69799 -2.78654 0.669 -1.513 -0.585 -0.57
O 3.07915 3.34657 -3.22654 -1.112 0.049 -0.073 -0.35
C 3.93617 4.39801 -2.78608 0.344 0.384 0.216 -0.59
H -0.80497 1.81209 -3.98359 0.357 0.098 0.097 -0.10
H -0.71789 2.91004 -2.59290 0.060 0.110 -0.277 -0.07
H -0.64499 3.55479 -4.27414 0.061 -0.036 0.248 0.44
H 3.74260 4.63963 -1.73599 -0.078 0.054 -0.247 0.27
H 3.81550 5.28439 -3.41722 -0.110 -0.106 0.209 0.28
H 4.96947 4.05124 -2.87426 -0.330 -0.201 -0.079 0.22
C 2.20891 5.57308 4.14463 0.453 -0.328 0.471 -0.54
O 1.15608 6.05672 3.31288 -0.618 -0.421 -0.931 -0.36
C 0.70559 5.15696 2.40253 0.394 -0.745 0.114 0.70
O 1.11980 4.01785 2.25442 -0.688 1.847 0.077 -0.54
O -0.28565 5.74410 1.68552 0.650 -0.096 0.518 -0.39
C -0.85850 4.90788 0.68221 -0.192 -0.354 -0.185 -0.43
H 2.49063 6.37427 4.83341 -0.276 0.036 -0.267 0.23
H 1.87161 4.71472 4.73448 0.192 -0.008 -0.252 0.27
H 3.08604 5.31116 3.54410 -0.237 -0.150 0.108 0.28
H -1.31849 4.02288 1.13358 0.273 0.210 -0.113 0.28
H -0.10406 4.61933 -0.05679 -0.052 -0.071 0.167 0.26
H -1.63916 5.47860 0.17175 0.205 0.128 0.281 0.22
```
Positions in Å, forces in eV/Å.

Summary:
spin multiplicity = 1
charge = -1
E_LUMO = 1.605 eV
HOMO level = -3.91 eV